C7H12NOS | ωB97M-V/def2-TZVPD

Properties
frontier orbital gap	8.7	eV
maximum force	0.079	hartree/bohr
energy above the lowest of the compared OMol25 structures with the same formula, charge and spin	50.09	kcal per mole
molar mass	158.25	g/mol
electronic energy	-801.77203	hartree
structure (SMILES)	O=C=CCC[C@@H]1[NH2+]CCS1
charge	+1

```
22
Properties=species:S:1:pos:R:3:lowdin_charge:R:1
C -2.008 -2.927 2.159 -0.22
C -0.833 -3.121 1.650 -0.13
C -0.228 -2.705 0.345 -0.20
C -0.507 -1.211 -0.045 -0.18
C -0.260 1.537 -0.562 -0.18
C 1.061 1.602 -1.338 -0.40
C 0.618 -0.273 0.506 -0.51
N -0.010 0.972 0.817 0.05
O -3.029 -3.064 2.702 0.19
S 1.989 0.118 -0.735 0.96
H 1.187 -0.669 1.379 0.14
H -0.240 -3.684 2.470 0.17
H 0.859 -3.134 0.322 0.15
H -0.690 -3.451 -0.428 0.15
H -0.580 -1.075 -1.118 0.10
H -1.484 -0.950 0.306 0.11
H -0.852 2.421 -0.440 0.14
H -0.796 0.780 -1.096 0.10
H 0.847 1.701 -2.369 0.07
H 1.499 2.671 -1.088 0.13
H 0.627 1.633 1.255 0.19
H -0.868 0.868 1.312 0.18
```

C7H12O | ωB97M-V/def2-TZVPD

Properties
frontier orbital gap	9.9	eV
maximum force	0.026	hartree/bohr
energy above the lowest of the compared OMol25 structures with the same formula, charge and spin	41.18	kcal per mole
molar mass	112.17	g/mol
electronic energy	-349.08302	hartree
structure (SMILES)	C=C/C=C/CC=C.O

```
20
Properties=species:S:1:pos:R:3:lowdin_charge:R:1
C 2.038 0.255 -0.064 -0.20
C 2.788 -0.803 -0.384 -0.01
C 1.314 0.356 1.270 -0.20
C -0.141 0.585 1.027 -0.13
C -1.145 -0.276 1.200 -0.13
C -2.557 -0.055 0.801 -0.18
C -2.933 0.413 -0.388 0.02
H 1.900 0.994 -0.842 0.09
H 3.308 -0.761 -1.332 0.05
H 2.842 -1.698 0.221 0.05
H 1.542 -0.538 1.847 0.11
H 1.735 1.233 1.764 0.11
H -0.410 1.602 0.747 0.12
H -0.880 -1.287 1.511 0.11
H -3.272 -0.399 1.541 0.09
H -2.230 0.633 -1.177 0.04
H -3.992 0.592 -0.523 0.05
H -0.090 -0.557 -1.668 0.03
H 0.250 -0.379 -3.162 0.04
O -0.067 0.091 -2.391 -0.06
```

C7H12O | ωB97M-V/def2-TZVPD

Properties
frontier orbital gap	9.3	eV
maximum force	0.061	hartree/bohr
energy above the lowest of the compared OMol25 structures with the same formula, charge and spin	75.52	kcal per mole
molar mass	112.17	g/mol
electronic energy	-349.02830	hartree

```
20
Properties=species:S:1:pos:R:3:lowdin_charge:R:1
C -0.603 -0.271 -0.101 -0.64
C -0.938 -0.392 -1.613 0.00
C 1.841 0.540 -0.688 -0.03
C 0.906 -0.304 0.095 -0.22
C -1.040 1.107 0.415 -0.10
C 1.291 -1.345 0.918 -0.02
C -1.817 1.265 1.473 0.03
O -1.159 -1.298 0.612 -0.15
H -0.039 -1.964 0.810 0.19
H -0.671 1.957 -0.151 0.10
H -0.577 0.450 -2.203 0.07
H -0.518 -1.318 -2.008 0.09
H -2.024 -0.447 -1.686 0.09
H 1.354 1.270 -1.331 0.07
H 2.486 -0.082 -1.312 0.10
H 2.483 1.093 0.004 0.10
H 2.339 -1.617 0.953 0.08
H 0.909 -1.298 1.939 0.11
H -2.140 0.406 2.043 0.06
H -2.085 2.249 1.831 0.05
```

C7H12O2S | ωB97M-V/def2-TZVPD

Properties
frontier orbital gap	9.4	eV
maximum force	0.083	hartree/bohr
energy above the lowest of the compared OMol25 structures with the same formula, charge and spin	76.99	kcal per mole
molar mass	160.24	g/mol
electronic energy	-822.41664	hartree

```
22
Properties=species:S:1:pos:R:3:lowdin_charge:R:1
C 0.817 -0.542 0.721 -0.35
C -0.457 -0.775 0.476 -0.05
C 1.431 0.646 0.056 -0.19
C -1.174 0.899 -0.930 -0.22
C 1.652 -1.285 1.742 -0.04
C -1.528 -1.724 0.664 -0.08
C -0.866 0.716 -2.431 -0.11
O 0.446 3.024 -0.915 -0.34
O -0.378 2.133 1.265 -0.35
S 0.021 1.882 -0.125 0.64
H 2.271 1.169 0.673 0.14
H 1.930 0.558 -0.997 0.14
H -2.145 1.018 -0.522 0.08
H 1.408 -2.268 2.071 0.07
H 1.865 -0.717 2.716 0.12
H 2.638 -1.207 1.356 0.06
H -2.087 -1.362 1.516 0.08
H -1.165 -2.533 1.293 0.08
H -2.275 -1.889 -0.166 0.11
H -0.503 -0.232 -2.692 0.05
H -0.197 1.579 -2.619 0.07
H -1.706 0.910 -3.151 0.09
```

C7H12O3 | ωB97M-V/def2-TZVPD

Properties
frontier orbital gap	10.4	eV
maximum force	0.035	hartree/bohr
energy above the lowest of the compared OMol25 structures with the same formula, charge and spin	74.20	kcal per mole
molar mass	144.17	g/mol
electronic energy	-499.52826	hartree
structure (SMILES)	OCCC#CC[C@H]1CO1.O

```
22
Properties=species:S:1:pos:R:3:lowdin_charge:R:1
O -5.146 0.219 0.643 -0.07
C -3.925 -0.467 0.460 -0.29
C -2.810 0.572 0.391 -0.19
C -1.494 -0.040 0.193 -0.02
C -0.413 -0.566 0.039 -0.01
C 0.912 -1.166 -0.143 -0.16
C 1.995 -0.424 0.606 -0.33
C 3.353 -0.319 0.070 -0.09
O 2.419 0.814 0.043 -0.06
H -5.865 -0.416 0.687 0.08
H -3.734 -1.161 1.296 0.12
H -3.940 -1.056 -0.473 0.12
H -3.020 1.272 -0.432 0.12
H -2.807 1.160 1.322 0.13
H 0.902 -2.206 0.219 0.13
H 1.166 -1.201 -1.214 0.13
H 1.874 -0.390 1.694 0.15
H 4.188 -0.215 0.768 0.12
H 3.566 -0.796 -0.890 0.11
O 4.524 2.097 -1.472 -0.08
H 3.596 2.468 -1.424 0.07
H 4.661 1.823 -2.383 0.03
```

C7H12O3 | ωB97M-V/def2-TZVPD

Properties
frontier orbital gap	10.1	eV
maximum force	0.104	hartree/bohr
energy above the lowest of the compared OMol25 structures with the same formula, charge and spin	47.97	kcal per mole
molar mass	144.17	g/mol
electronic energy	-499.57007	hartree
structure (SMILES)	O=CCC1(O)CC=CC1.O

```
22
Properties=species:S:1:pos:R:3:lowdin_charge:R:1
O 0.151 -0.097 2.400 0.02
C 0.486 0.022 1.063 -0.50
C -0.287 1.166 0.145 -0.09
C 0.818 1.641 -0.758 -0.09
C 2.007 1.105 -0.467 -0.09
C 1.975 0.219 0.749 -0.11
C -0.137 -1.103 0.274 -0.11
C -1.570 -1.451 0.529 -0.23
O -2.323 -1.816 -0.385 0.00
H 0.412 0.700 2.875 0.11
H -1.222 0.978 -0.403 0.11
H -0.592 1.964 0.844 0.12
H 0.646 2.351 -1.569 0.11
H 2.941 1.362 -0.968 0.11
H 2.469 0.711 1.605 0.12
H 2.475 -0.751 0.597 0.12
H 0.210 -1.227 -0.760 0.15
H 0.035 -2.132 0.871 0.19
H -2.016 -1.124 1.493 0.15
O -1.928 -1.008 -2.984 -0.09
H -2.035 -1.251 -2.036 -0.02
H -2.514 -0.259 -3.115 0.02
```

C7H12O3 | ωB97M-V/def2-TZVPD

Properties
frontier orbital gap	10.6	eV
maximum force	0.020	hartree/bohr
energy above the lowest of the compared OMol25 structures with the same formula, charge and spin	10.50	kcal per mole
molar mass	144.17	g/mol
electronic energy	-499.62978	hartree

```
22
Properties=species:S:1:pos:R:3:lowdin_charge:R:1
C -2.224 0.658 -0.139 0.01
C -0.891 0.146 0.303 -0.44
C -0.600 -1.286 0.787 -0.01
C 0.879 -0.791 0.656 -0.36
C 2.081 -1.691 0.633 -0.01
C 0.368 0.034 -0.572 -0.02
C 0.822 0.318 1.690 -0.44
O 1.555 0.612 2.598 0.14
O -0.371 0.931 1.444 0.06
H -2.565 0.070 -1.001 0.09
H -2.964 0.562 0.667 0.10
H -2.164 1.715 -0.430 0.09
H -0.972 -1.571 1.780 0.14
H -0.845 -2.047 0.037 0.13
H 1.983 -2.431 -0.171 0.09
H 2.998 -1.110 0.464 0.09
H 2.183 -2.226 1.588 0.09
H 0.220 -0.599 -1.455 0.13
H 0.913 0.952 -0.832 0.12
O -0.172 2.973 -2.717 -0.06
H -0.879 2.312 -2.598 0.03
H 0.645 2.466 -2.731 0.02
```

C7H12O3S | ωB97M-V/def2-TZVPD

Properties
frontier orbital gap	9.7	eV
maximum force	0.070	hartree/bohr
energy above the lowest of the compared OMol25 structures with the same formula, charge and spin	43.78	kcal per mole
molar mass	176.24	g/mol
electronic energy	-897.75135	hartree

```
23
Properties=species:S:1:pos:R:3:lowdin_charge:R:1
C 0.139 0.597 -1.632 -0.10
C -1.365 1.217 0.443 -0.28
C -1.449 -1.417 0.316 -0.16
C 0.187 0.922 -0.100 -0.49
C -0.086 -1.273 -0.299 -0.60
C 1.153 2.046 0.235 -0.01
C 0.712 -2.615 -0.209 0.03
O -3.656 0.177 0.763 -0.53
O -0.206 -0.797 -1.650 -0.07
O 0.563 -0.304 0.518 -0.03
S -2.593 0.106 -0.205 0.90
H -0.601 1.267 -2.110 0.14
H 1.139 0.611 -2.067 0.13
H -1.346 1.218 1.557 0.11
H -1.837 2.291 0.130 0.14
H -1.978 -2.398 0.175 0.11
H -1.356 -1.206 1.442 0.13
H 0.829 2.793 -0.572 0.11
H 2.230 1.900 0.097 0.09
H 0.839 2.357 1.258 0.10
H 0.926 -2.936 0.831 0.10
H 1.718 -2.340 -0.606 0.10
H 0.187 -3.285 -0.823 0.07
```

C7H12O6 | ωB97M-V/def2-TZVPD

Properties
frontier orbital gap	9.7	eV
maximum force	0.113	hartree/bohr
energy above the lowest of the compared OMol25 structures with the same formula, charge and spin	101.29	kcal per mole
molar mass	192.17	g/mol
electronic energy	-725.20518	hartree
structure (SMILES)	O[C@@H]1[C@H](O)[C@H]2COC[C@@](O)(O2)[C@@H]1O

```
25
Properties=species:S:1:pos:R:3:lowdin_charge:R:1
O -1.908 -1.703 0.978 -0.13
O 1.248 1.393 2.026 -0.02
O 2.342 1.788 -0.185 -0.03
O 1.663 -1.052 -0.811 -0.05
O -1.544 -0.568 -2.216 0.05
O -1.271 0.395 -0.302 -0.02
C -1.495 -0.524 1.757 -0.10
C -1.079 -1.975 -0.284 0.02
C -0.504 0.199 0.861 -0.32
C 0.278 1.494 0.968 -0.20
C 1.006 1.441 -0.458 -0.17
C 0.799 -0.007 -1.308 -0.12
C -0.653 -0.570 -1.093 -0.38
H 2.075 1.881 1.771 0.11
H 2.899 1.063 -0.514 0.11
H 2.003 -1.602 -1.565 0.13
H -2.065 0.149 -2.101 0.04
H -0.904 -0.907 2.593 0.12
H -2.450 0.013 2.107 0.15
H -1.755 -2.647 -0.925 0.15
H -0.190 -2.441 -0.001 0.07
H 0.266 -0.541 1.062 0.15
H -0.396 2.301 1.061 0.14
H 0.582 2.217 -1.092 0.14
H 1.051 0.203 -2.331 0.14
```

C7H12P2 | ωB97M-V/def2-TZVPD

Properties
frontier orbital gap (spin up / spin down)	7.2 / 6.4	eV
maximum force	0.068	hartree/bohr
energy above the lowest of the compared OMol25 structures with the same formula, charge and spin	63.93	kcal per mole
molar mass	158.12	g/mol
electronic energy	-956.28701	hartree
spin multiplicity	3

```
21
Properties=species:S:1:pos:R:3:lowdin_charge:R:1
C -0.099 -1.998 -1.882 -0.66
C 2.171 -1.157 -0.079 -0.35
C -1.539 -0.474 0.071 -0.31
C 3.063 1.143 0.904 -0.10
C -2.922 1.600 0.192 -0.10
C 3.260 -0.385 0.562 -0.38
C -2.692 0.145 0.749 -0.42
P 1.358 -0.990 -1.477 0.81
P -1.608 -1.461 -1.276 0.75
H -0.258 -2.096 -2.984 0.00
H 2.833 1.735 0.065 0.04
H 3.974 1.410 1.412 0.06
H 2.147 1.270 1.554 0.09
H -2.815 1.470 -0.878 0.06
H -2.169 2.190 0.585 0.04
H -3.937 1.864 0.469 0.07
H 3.592 -0.910 1.465 0.09
H 4.138 -0.485 -0.114 0.10
H -3.616 -0.532 0.797 0.10
H -2.603 0.271 1.918 0.13
H -2.277 -2.612 -2.054 0.00
```

C7H12S | ωB97M-V/def2-TZVPD

Properties
frontier orbital gap	9.7	eV
maximum force	0.072	hartree/bohr
energy above the lowest of the compared OMol25 structures with the same formula, charge and spin	55.40	kcal per mole
molar mass	128.24	g/mol
electronic energy	-672.02861	hartree
structure (SMILES)	C/C=C\C(S)/C=C\C

```
20
Properties=species:S:1:pos:R:3:lowdin_charge:R:1
C -2.660 -0.907 -0.523 -0.13
C -1.740 -0.982 0.653 -0.15
C -0.631 -0.169 0.792 -0.14
C -0.033 0.923 -0.112 -0.71
C 1.398 1.317 0.281 -0.16
C 2.422 0.462 0.151 -0.15
C 2.400 -0.894 -0.554 -0.09
H -2.685 -1.826 -1.137 0.08
H -3.733 -0.651 -0.211 0.10
H -2.488 -0.115 -1.208 0.03
H -2.052 -1.633 1.435 0.08
H -0.077 -0.339 1.745 0.11
H -0.200 0.485 -1.096 0.08
H -0.944 2.793 0.997 -0.14
H 1.644 2.403 0.556 0.12
H 3.359 0.729 0.629 0.09
H 3.160 -1.143 -1.327 0.08
H 1.458 -1.106 -1.031 0.05
H 2.462 -1.721 0.197 0.08
S -1.060 2.373 -0.238 0.77
```

C7H12S | ωB97M-V/def2-TZVPD

Properties
frontier orbital gap	8.3	eV
maximum force	0.118	hartree/bohr
energy above the lowest of the compared OMol25 structures with the same formula, charge and spin	93.95	kcal per mole
molar mass	128.24	g/mol
electronic energy	-671.96718	hartree
structure (SMILES)	C[C@@H]1CC[C@@H](C)C1=S

```
20
Properties=species:S:1:pos:R:3:lowdin_charge:R:1
C -2.102 -1.360 -0.165 -0.08
C -1.030 -0.401 0.510 -0.40
C -1.563 1.060 0.427 -0.18
C -0.531 1.655 -0.567 -0.25
C 0.717 0.948 -0.547 -0.48
C 1.655 1.464 0.466 -0.13
C 0.327 -0.429 -0.157 -0.76
H -1.571 -2.329 -0.218 0.06
H -3.187 -1.232 0.253 0.12
H -2.219 -1.071 -1.186 0.05
H -1.013 -0.542 1.640 0.15
H -2.595 0.976 -0.398 0.16
H -1.791 1.727 1.474 0.16
H -0.491 2.755 -0.124 0.14
H -1.058 1.572 -1.595 0.14
H 1.529 1.252 -1.480 0.22
H 1.650 2.570 0.334 0.09
H 2.666 1.230 0.216 0.07
H 1.389 1.267 1.504 0.10
S 1.366 -1.613 -0.014 0.80
```